A molecular structure, C30H38Br60NO2 at a distorted geometry, computed with wB97M-V/def2-TZVPD.

The geometry in XYZ format:
```
131
Properties=species:S:1:pos:R:3:forces:R:3
C 8.562014 2.897059 -3.391452 0.114 0.139 0.366
O 7.848334 3.278355 -4.617602 1.449 -1.493 0.103
C 8.574718 2.665833 -5.733841 -0.415 0.945 -1.494
C 7.555754 2.196920 -6.902218 0.056 0.441 0.687
C 6.537708 1.055048 -6.392329 2.092 -1.028 0.017
N 5.380212 1.584350 -5.616102 -1.642 2.950 -0.838
C 4.617170 2.538746 -6.115771 0.563 -1.060 0.473
C 3.407768 3.085706 -5.171986 2.986 -0.400 -1.312
C 3.455764 4.666688 -5.504772 -1.118 0.494 -0.238
C 4.074984 5.552965 -4.339795 3.840 -0.554 -0.237
O 5.325470 5.470149 -4.188818 -4.307 0.238 -0.522
C 4.008176 2.545948 -3.790064 0.428 -2.074 0.891
C 4.839135 1.240430 -4.271080 -1.902 -1.600 0.649
H 8.339451 3.600954 -2.523212 -0.029 -0.732 -1.402
H 8.194406 1.859600 -3.099770 0.839 1.121 -0.216
H 9.697463 2.943161 -3.570287 -1.674 -0.270 0.340
H 9.270511 1.827137 -5.408051 -1.004 0.938 -0.377
H 9.185167 3.521462 -6.211567 -0.527 -1.468 0.693
H 7.024318 3.157898 -7.232365 0.460 -1.454 0.398
H 8.129403 1.818169 -7.820109 -0.800 0.435 1.519
H 6.210947 0.352908 -7.243196 0.104 1.320 1.279
H 7.158162 0.389303 -5.685825 -1.135 0.987 -0.928
H 4.903268 2.919981 -7.145332 -0.735 -0.460 1.334
H 2.472354 2.538693 -5.556019 1.206 0.989 0.894
H 4.134175 4.826725 -6.422253 -0.953 -0.104 1.573
H 2.412130 5.007524 -5.846561 1.501 -0.380 0.802
H 3.513091 6.278353 -3.665886 0.105 -0.969 -0.918
H 3.291488 2.113226 -2.998222 0.531 0.942 -1.497
H 4.711984 3.198183 -3.180297 -0.876 -0.275 -1.384
H 4.074306 0.413096 -4.528603 0.937 1.147 0.561
H 5.492857 0.720548 -3.501691 -0.127 1.261 -1.226
C 7.464169 2.199947 0.708682 0.172 0.003 0.130
Br 8.150158 4.007144 0.859896 -0.093 -0.448 -0.054
Br 6.026711 2.080368 -0.588925 0.213 0.041 0.197
Br 8.874208 0.921580 0.338997 -0.286 0.264 -0.001
H 7.041464 1.937240 1.676883 0.029 0.047 -0.269
C 2.612025 0.453177 1.571173 -0.017 -0.013 0.101
Br 2.444914 2.000897 0.416051 0.003 -0.379 0.115
Br 2.698086 -1.197083 0.555785 0.029 0.316 0.138
Br 4.105152 0.625906 2.795821 -0.252 -0.028 -0.297
H 1.707279 0.408453 2.175927 0.179 0.043 -0.163
C -1.602327 1.806565 1.198623 -0.107 0.134 0.063
Br -1.538691 2.770302 -0.483777 0.038 -0.215 0.305
Br -1.096005 -0.054850 0.985329 0.012 0.266 0.000
Br -0.552165 2.682488 2.571159 -0.195 -0.170 -0.235
H -2.638078 1.818814 1.532756 0.256 -0.021 -0.095
C 10.606551 -0.097754 -9.336454 0.199 -0.069 -0.003
Br 10.811888 1.734914 -8.736626 -0.039 -0.325 -0.134
Br 11.640494 -1.331586 -8.256667 -0.270 0.270 -0.182
Br 8.739582 -0.615194 -9.436827 0.241 0.059 0.035
H 11.005847 -0.148174 -10.347792 -0.144 0.017 0.231
C 6.612542 -0.956235 -13.469019 0.042 -0.073 -0.082
Br 7.916853 0.471571 -13.329911 -0.220 -0.223 0.014
Br 7.382045 -2.679430 -13.025462 -0.147 0.372 -0.025
Br 5.024198 -0.584323 -12.419708 0.300 -0.056 -0.126
H 6.302185 -1.004108 -14.510966 0.065 0.028 0.270
C 4.236076 -3.582347 3.308028 -0.106 -0.009 -0.007
Br 3.912768 -5.480282 3.535610 0.099 0.382 -0.032
Br 4.332144 -2.658320 5.009947 0.021 -0.216 -0.291
Br 5.802418 -3.243247 2.215607 -0.245 -0.059 0.217
H 3.380344 -3.175275 2.772523 0.231 -0.078 0.120
C -3.696180 -2.936556 0.582080 -0.184 0.183 -0.044
Br -5.415419 -2.667294 1.434450 0.424 -0.033 -0.093
Br -2.516233 -4.027964 1.668542 -0.139 0.145 -0.239
Br -3.882968 -3.645737 -1.213604 -0.017 -0.097 0.409
H -3.229693 -1.957335 0.490781 -0.087 -0.255 0.013
C 4.284271 6.855032 -0.431563 0.252 0.099 0.056
Br 6.043314 6.352980 -1.070605 -0.471 0.147 0.130
Br 3.535938 8.326067 -1.450798 0.083 -0.292 0.151
Br 3.080835 5.334528 -0.374113 0.154 0.288 -0.071
H 4.404853 7.206075 0.591899 -0.085 -0.108 -0.229
C -7.787817 -6.238792 0.116388 -0.051 -0.037 0.071
Br -5.937183 -6.429992 0.663402 -0.327 -0.006 -0.123
Br -8.195126 -4.421992 -0.425846 0.093 -0.327 -0.010
Br -8.272217 -7.524808 -1.251129 0.123 0.282 0.241
H -8.401811 -6.455139 0.988785 0.135 0.095 -0.215
C -11.583673 -3.499655 1.570226 0.020 0.112 -0.134
Br -13.474835 -3.338854 1.967874 0.350 -0.032 -0.098
Br -10.569835 -1.998971 2.263254 -0.187 -0.324 -0.046
Br -10.859757 -5.195294 2.173312 -0.034 0.179 -0.235
H -11.483815 -3.479110 0.486678 -0.003 -0.041 0.275
C -10.067027 -0.369925 6.364658 -0.083 0.003 0.033
Br -8.304493 -0.870133 5.727619 -0.319 0.036 0.065
Br -10.816620 1.094541 5.336739 0.152 -0.261 0.119
Br -11.264364 -1.892313 6.430812 0.247 0.666 -0.184
H -9.947646 -0.014189 7.386391 -0.026 -0.115 -0.244
C -13.664773 -6.595131 4.445600 -0.036 -0.003 -0.084
Br -15.554830 -6.437933 4.847826 0.385 -0.019 -0.044
Br -12.653900 -5.093372 5.138088 -0.318 -0.284 0.241
Br -12.937370 -8.289704 5.044546 -0.123 0.345 -0.078
H -13.566466 -6.571254 3.361353 0.006 0.037 0.251
C -4.035295 -4.904860 5.080306 -0.051 -0.054 -0.121
Br -3.840475 -3.087231 5.727919 -0.066 -0.338 -0.094
Br -2.995938 -6.159058 6.132031 -0.204 0.255 -0.113
Br -5.896372 -5.433341 4.960979 0.346 0.145 0.074
H -3.632703 -4.927197 4.069719 -0.123 0.026 0.258
C 8.378261 5.524659 -9.286961 -0.075 0.059 0.045
Br 10.230343 5.346378 -8.740976 -0.308 0.078 -0.106
Br 7.971079 7.325351 -9.876742 0.120 -0.406 0.102
Br 7.888686 4.200213 -10.617157 0.090 0.171 0.245
H 7.767718 5.332132 -8.406763 0.174 0.069 -0.202
C -9.453997 -4.172047 9.398375 -0.031 -0.038 0.045
Br -10.695040 -4.767362 8.032848 0.311 -0.347 0.456
Br -7.635075 -4.085914 8.732268 -0.324 0.029 0.054
Br -10.007620 -2.493079 10.195665 0.089 -0.225 -0.174
H -9.468893 -4.919953 10.188642 0.004 0.208 -0.191
C -1.097843 -9.986055 5.013336 -0.047 0.005 0.103
Br -0.977867 -8.674972 3.589567 0.003 -0.260 0.186
Br -2.614200 -11.170238 4.775168 0.319 0.235 0.006
Br 0.559128 -10.969858 5.227394 -0.319 0.183 -0.085
H -1.264347 -9.437317 5.938247 0.041 -0.132 -0.241
C -8.464231 -0.795931 14.103842 0.037 0.009 0.061
Br -10.011811 -1.677066 14.871091 0.274 0.150 -0.199
Br -7.328100 -2.040181 13.144895 -0.202 0.220 0.157
Br -8.969356 0.715047 12.998595 0.085 -0.328 0.158
H -7.878261 -0.402878 14.932282 -0.152 -0.087 -0.220
C 0.777358 7.333105 2.386986 -0.026 0.055 -0.107
Br 0.983532 9.147533 3.037833 -0.038 -0.384 -0.097
Br 1.813589 6.070269 3.433746 -0.187 0.203 -0.162
Br -1.088203 6.816314 2.271374 0.383 0.085 0.053
H 1.177106 7.310589 1.374566 -0.104 -0.024 0.239
C -6.404586 4.159495 12.746725 0.013 0.072 0.011
Br -8.125157 4.434937 13.596638 0.320 -0.049 -0.162
Br -5.225679 3.077497 13.842152 -0.255 0.149 -0.211
Br -6.593161 3.434667 10.957890 0.014 0.087 0.339
H -5.938295 5.137488 12.646704 -0.118 -0.259 0.026
C -3.813890 -1.289958 -4.368428 -0.107 -0.086 0.060
Br -2.844737 -1.175926 -6.044430 -0.164 0.020 0.308
Br -2.778018 -0.586396 -2.888393 -0.078 0.118 -0.307
Br -5.559525 -0.455895 -4.485958 0.395 -0.136 0.027
H -3.978808 -2.347011 -4.167205 0.052 0.256 -0.037
```
Forces are in eV/Å.

Computed properties:
total charge	+1
Kohn-Sham gap	7.13	eV
multiplicity	1